Entry 1:
The following is a quantum chemistry calculation of one molecule with the formula C13H20N2O4S, from OMol25.

Values from the calculation:
E_LUMO in eV: 0.3
Electronic energy in eV: -35812.6859
Frontier orbital gap in eV: 8.9
M in g mol⁻¹: 300.4
Relative energy (zero: lowest compared OMol25 entry of this formula, charge and spin) in kJ/mol: 0.0

The geometry in XYZ format:
```
40
C13H20N2O4S, DFT the ωB97M-V functional and the def2-TZVPD basis
C 2.90 1.52 -1.62
C 2.38 1.65 -0.20
C 1.77 3.02 0.10
C 0.57 3.40 -0.77
C -0.57 2.39 -0.77
C -1.19 2.18 0.61
C -2.33 1.15 0.56
C -1.83 -0.20 0.12
C -1.02 -0.98 0.90
O -0.64 -0.60 2.13
N -0.54 -2.19 0.51
C -0.86 -2.62 -0.67
S -0.26 -4.19 -1.16
C 0.56 -4.62 0.40
C -0.40 -4.44 1.56
O -1.56 -4.72 1.54
O 0.23 -4.00 2.65
N -1.64 -1.93 -1.52
C -2.20 -0.67 -1.19
O -2.90 -0.12 -2.01
H 2.09 1.58 -2.34
H 3.61 2.32 -1.84
H 3.41 0.57 -1.76
H 1.63 0.87 -0.01
H 3.20 1.48 0.50
H 2.54 3.78 -0.03
H 1.47 3.04 1.15
H 0.19 4.37 -0.42
H 0.91 3.55 -1.80
H -0.22 1.44 -1.16
H -1.35 2.74 -1.45
H -0.44 1.83 1.31
H -1.59 3.12 0.98
H -2.77 1.06 1.56
H -3.10 1.47 -0.14
H -0.06 -1.29 2.49
H 0.84 -5.67 0.31
H 1.45 -4.01 0.54
H -0.39 -3.94 3.39
H -1.88 -2.31 -2.43
```

Entry 2:
The following is a quantum chemistry calculation of C13H20N8O8W as an isolated structure in a non-equilibrium geometry, from OMol25.

Values from the calculation:
E_LUMO in eV: -16.6
Electronic energy in eV: -43883.3483
Frontier orbital gap in eV: 4.0
M in g mol⁻¹: 600.2
Relative energy (zero: lowest compared OMol25 entry of this formula, charge and spin) in kJ/mol: 401.9
Charge: +4

The geometry in XYZ format:
```
50
C13H20N8O8W, DFT the ωB97M-V functional and the def2-TZVPD basis
W -0.69 0.28 -0.18
O -0.39 -0.04 2.29
C -1.15 0.88 3.15
C -1.17 2.20 2.41
N -1.66 2.00 1.01
C -3.10 1.64 1.01
C -3.27 0.10 1.05
O -4.12 -0.53 1.57
O -2.19 -0.49 0.37
C -1.31 3.21 0.20
C -0.21 2.80 -0.79
O 0.02 3.21 -1.88
O 0.44 1.67 -0.32
H -0.06 -0.73 2.90
H -0.63 1.01 4.11
H -2.14 0.46 3.35
H -0.14 2.58 2.36
H -1.79 2.93 2.95
H -3.61 2.00 0.10
H -3.66 2.08 1.85
H -0.94 4.05 0.82
H -2.15 3.61 -0.37
N 0.22 -2.29 -2.14
N 0.00 -1.94 -3.49
C -0.64 -0.81 -3.77
N -0.97 -0.45 -4.97
N -0.94 -0.06 -2.61
N -1.85 0.90 -2.67
O -2.40 1.33 -3.62
O -2.05 1.30 -1.45
H 1.20 -2.59 -2.06
H -0.34 -3.13 -1.94
H 0.24 -2.60 -4.23
H -0.73 -1.02 -5.79
H -1.48 0.40 -5.20
N 5.23 -0.11 1.03
C 4.70 -1.30 1.31
O 5.30 -2.25 1.75
C 3.18 -1.53 1.07
C 2.72 -2.77 1.53
C 1.38 -3.12 1.39
C 0.52 -2.22 0.77
N 0.94 -1.00 0.29
C 2.26 -0.68 0.47
H 6.22 -0.01 1.22
H 4.76 0.69 0.65
H 3.44 -3.44 2.00
H 1.01 -4.07 1.76
H -0.55 -2.46 0.63
H 2.55 0.30 0.07
```

Entry 3:
The following is a quantum chemistry calculation of one molecule with the formula C13H20O4S, from OMol25.

Values from the calculation:
E_LUMO in eV: 0.7
Electronic energy in eV: -32830.0921
Frontier orbital gap in eV: 10.2
M in g mol⁻¹: 272.4
Relative energy (zero: lowest compared OMol25 entry of this formula, charge and spin) in kJ/mol: 14.8

The geometry in XYZ format:
```
38
C13H20O4S, DFT the ωB97M-V functional and the def2-TZVPD basis
C 1.25 4.26 1.90
C 1.63 2.82 1.55
C 2.40 2.17 2.70
O 0.41 2.14 1.28
C 0.51 0.90 0.64
C 0.97 0.99 -0.84
O 2.36 1.11 -0.97
C 0.45 -0.20 -1.64
S 1.11 -1.78 -1.00
O 1.29 -2.67 -2.11
O 2.28 -1.50 -0.19
C -0.16 -2.51 0.12
C -1.49 -2.43 -0.53
C -2.50 -1.63 0.01
C -3.73 -1.54 -0.62
C -3.96 -2.23 -1.80
C -2.96 -3.02 -2.34
C -1.74 -3.12 -1.71
H 0.63 4.27 2.79
H 2.14 4.85 2.07
H 0.69 4.70 1.08
H 2.26 2.82 0.65
H 2.75 1.18 2.43
H 1.76 2.10 3.58
H 3.27 2.77 2.94
H -0.51 0.50 0.67
H 1.18 0.22 1.17
H 0.55 1.92 -1.26
H 2.75 0.29 -0.64
H -0.63 -0.28 -1.63
H 0.81 -0.15 -2.67
H -0.10 -1.97 1.06
H 0.18 -3.53 0.25
H -2.33 -1.10 0.93
H -4.51 -0.92 -0.19
H -4.92 -2.15 -2.29
H -3.14 -3.56 -3.26
H -0.95 -3.73 -2.13
```